[1]
10 unconnected molecules or ions with the total composition C6H27O11 at a distorted geometry. Source: the OMol25 dataset; level of theory: wB97M-V/def2-TZVPD.

XYZ file:
```
44
Properties=species:S:1:pos:R:3:mulliken_charge:R:1
O -0.701 -1.797 0.450 -0.694
C -0.225 -0.718 0.855 0.091
O -0.264 -0.279 2.034 -0.939
C 0.790 0.053 0.043 -0.496
C 0.640 -0.295 -1.489 0.258
C -0.363 0.564 -2.142 0.828
C -1.372 1.049 -1.343 -1.018
C -0.240 1.118 -3.536 -1.552
H 1.789 -0.320 0.334 0.494
H 0.647 1.149 0.081 0.345
H 0.298 -1.392 -1.465 0.024
H 1.605 -0.201 -1.974 0.602
H -1.558 0.802 -0.331 0.304
H -2.006 1.889 -1.555 0.357
H 0.518 0.675 -4.146 0.366
H 0.026 2.187 -3.506 0.343
H -1.239 1.107 -3.967 0.456
H -2.436 -4.316 0.999 0.268
H -1.864 -2.821 1.211 0.498
O -2.418 -3.546 1.568 -0.684
H 2.615 2.575 -0.672 0.418
H 3.126 2.200 -2.135 0.280
O 2.334 2.346 -1.616 -0.638
H 1.642 -2.555 -3.932 0.334
H 2.379 -2.474 -2.615 0.321
O 2.549 -2.382 -3.558 -0.629
H 2.431 0.877 3.665 0.301
H 1.710 2.213 3.310 0.341
O 2.484 1.659 3.103 -0.695
H -1.656 -0.534 2.985 0.471
H -3.079 -1.073 3.028 0.321
O -2.578 -0.293 3.324 -0.806
H -0.459 2.339 2.124 0.263
H -0.312 1.185 3.003 0.548
O -0.204 2.157 3.038 -0.725
H 0.720 -3.356 -0.636 0.344
H -0.729 -3.083 -0.907 0.385
O 0.028 -3.550 -1.276 -0.679
H -3.804 -0.892 0.818 0.288
H -3.911 0.108 1.968 0.427
O -4.433 -0.336 1.281 -0.691
H 2.150 3.334 1.272 0.312
H 2.585 1.916 1.409 0.348
O 2.783 2.712 0.898 -0.691
```

## Properties
2S+1: 2
Expectation value of S²: 0.753
Frontier orbital gap (alpha / beta), eV: 8.749 / 5.045
E_tot, hartree: -1072.3236
Strongest force on any atom, eV Å⁻¹: 2.7
Relative energy (zero: lowest compared OMol25 entry of this formula, charge and spin), eV: 0.787



[2]
9 unconnected molecules or ions with the total composition C6H28NO9 at a distorted geometry. Source: the OMol25 dataset; level of theory: wB97M-V/def2-TZVPD.

XYZ file:
```
44
Properties=species:S:1:pos:R:3:mulliken_charge:R:1
C 3.134 -1.237 -0.430 -0.500
C 2.120 -2.246 -0.953 -1.117
C 0.780 -1.802 -0.342 -0.066
C 0.015 -2.508 0.489 -0.688
C -1.108 -1.920 1.232 0.069
C -1.334 -2.223 2.510 -0.159
O -2.401 -1.717 3.196 -0.494
N 2.888 0.187 -0.800 0.103
H 4.107 -1.523 -0.828 0.423
H 3.020 -1.290 0.631 0.381
H 1.950 -2.412 -2.022 0.352
H 2.234 -3.277 -0.616 0.422
H 0.300 -1.025 -0.943 0.551
H 0.283 -3.512 0.817 0.401
H -1.616 -1.114 0.709 -0.031
H -1.028 -3.061 3.124 0.452
H -2.913 -1.065 2.712 0.369
H 1.874 0.401 -0.758 -0.048
H 3.314 0.527 -1.663 0.474
H 3.321 0.802 -0.110 0.345
H -3.835 -1.412 -0.218 0.319
H -2.790 -2.299 -0.824 0.295
O -2.997 -1.364 -0.698 -0.578
H -2.200 0.557 1.946 0.243
H -1.714 1.872 1.645 0.222
O -1.463 1.123 2.198 -0.525
H -2.209 0.621 -2.419 0.251
H -1.395 1.854 -2.951 0.282
O -1.340 0.997 -2.527 -0.524
H 1.795 0.873 2.238 0.272
H 3.215 0.448 2.680 0.270
O 2.642 0.547 1.912 -0.561
H -1.040 4.333 0.190 0.292
H 0.127 4.071 1.135 0.262
O -0.612 3.638 0.704 -0.575
H -3.291 2.541 0.113 0.306
H -3.333 1.231 -0.257 0.275
O -3.917 1.812 0.262 -0.616
H -0.058 2.095 -0.090 0.277
H 0.185 0.849 -1.046 0.168
O 0.527 1.696 -0.762 -0.595
H 1.323 0.595 -3.174 0.335
H 1.450 2.048 -2.874 0.338
O 1.990 1.293 -3.137 -0.672
```

## Properties
Frontier orbital gap, eV: 8.246
E_tot, hartree: -977.0210
Strongest force on any atom, eV Å⁻¹: 2.7
Charge: +1
Relative energy (zero: lowest compared OMol25 entry of this formula, charge and spin), eV: 3.491



[3]
9 unconnected molecules or ions with the total composition C6H28O8 at a distorted geometry. Source: the OMol25 dataset; level of theory: wB97M-V/def2-TZVPD.

XYZ file:
```
42
Properties=species:S:1:pos:R:3:mulliken_charge:R:1
C 1.057 1.912 -1.987 -0.863
C 1.587 0.478 -1.766 -0.486
C 1.517 -0.225 -0.376 -0.197
C 0.181 -0.920 -0.074 -0.402
C -0.719 0.708 1.602 -1.245
C -0.891 -0.085 0.558 0.181
H 0.421 2.258 -1.177 0.105
H 0.489 2.134 -2.860 0.356
H 1.914 2.588 -1.869 0.276
H 0.969 -0.089 -2.505 0.284
H 2.643 0.498 -2.122 0.376
H 1.677 0.653 0.329 0.436
H 2.349 -0.847 -0.281 -0.085
H 0.438 -1.903 0.328 0.104
H -0.343 -1.296 -0.999 0.249
H 0.200 0.844 2.126 0.119
H -1.523 1.291 1.983 0.469
H -1.854 -0.120 0.063 0.384
H 3.775 -1.896 1.163 0.320
H 3.806 -0.830 0.042 0.507
O 4.068 -1.726 0.263 -0.653
H -2.211 2.582 0.016 0.342
H -1.493 1.944 -1.253 0.240
O -1.565 2.736 -0.675 -0.662
H -2.289 -0.236 -2.376 0.301
H -2.579 1.334 -2.737 0.303
O -2.461 0.657 -2.055 -0.630
H -3.238 -2.292 -0.318 0.293
H -3.050 -2.918 -1.619 0.263
O -2.514 -2.608 -0.878 -0.525
H 0.646 -4.339 0.830 0.300
H -0.547 -4.420 0.009 0.308
O 0.417 -4.419 -0.104 -0.637
H 0.043 2.908 1.012 0.286
H 1.360 3.507 1.172 0.337
O 0.644 3.177 1.732 -0.714
H 1.467 1.842 2.944 0.334
H 2.891 1.982 2.622 0.285
O 2.249 1.273 2.752 -0.638
H -2.585 -2.422 2.567 0.294
H -3.662 -1.417 2.002 0.310
O -3.285 -2.295 1.916 -0.624
```

## Properties
Frontier orbital gap, eV: 9.298
E_tot, hartree: -847.2241
Strongest force on any atom, eV Å⁻¹: 4.1
SMILES: C=CCCCC.O.O.O.O.O.O.O.O
Relative energy (zero: lowest compared OMol25 entry of this formula, charge and spin), eV: 3.425



[4]
A gas-phase ion, C6H2F3N4 (charge +1) at a distorted geometry. Source: the OMol25 dataset; level of theory: wB97M-V/def2-TZVPD.

XYZ file:
```
15
Properties=species:S:1:pos:R:3:mulliken_charge:R:1
C -0.420 0.941 2.569 -0.071
C 1.651 0.389 1.002 0.392
C -1.797 0.075 0.483 -0.617
C -0.681 0.403 1.292 0.700
C 0.015 -0.375 -0.654 0.036
C 0.845 -0.660 -1.876 0.815
N 0.022 1.409 3.548 -0.294
N 2.602 0.808 1.428 -0.199
N 0.450 0.033 0.535 0.101
N -1.302 -0.417 -0.632 0.060
F 1.257 -1.971 -1.938 -0.198
F 0.051 -0.430 -2.954 -0.235
F 1.970 0.110 -2.021 -0.193
H -2.812 0.276 0.651 0.476
H -1.851 -0.591 -1.432 0.228
```

## Properties
Frontier orbital gap, eV: 9.580
E_tot, hartree: -748.1184
Strongest force on any atom, eV Å⁻¹: 4.5
Charge: +1
SMILES: N#Cc1c[nH+]c(C(F)(F)F)n1C#N
Relative energy (zero: lowest compared OMol25 entry of this formula, charge and spin), eV: 0.000



[5]
A molecular structure, C6H2InO4 at a distorted geometry. Source: the OMol25 dataset; level of theory: wB97M-V/def2-TZVPD.

XYZ file:
```
13
Properties=species:S:1:pos:R:3:mulliken_charge:R:1
In 1.694 -3.404 1.983 0.912
C -1.494 -0.189 0.220 -0.110
C -0.389 -1.094 0.109 0.210
C 1.071 -0.635 -0.407 0.637
O 2.064 -1.462 -0.287 -0.569
C 1.157 0.818 -0.612 -0.298
C 0.076 1.642 -0.449 0.412
C -1.342 1.134 -0.038 0.254
O -2.401 1.959 0.036 -0.447
O 0.430 2.841 -0.298 -0.393
O -0.497 -2.243 0.397 -0.546
H -2.504 -0.572 0.207 0.443
H 2.134 1.205 -0.861 0.494
```

## Properties
Frontier orbital gap, eV: 4.710
E_tot, hartree: -720.4640
Strongest force on any atom, eV Å⁻¹: 7.5
Charge: +1
Relative energy (zero: lowest compared OMol25 entry of this formula, charge and spin), eV: 2.195



[6]
10 unconnected molecules or ions with the total composition C6H30NO10 at a distorted geometry. Source: the OMol25 dataset; level of theory: wB97M-V/def2-TZVPD.

XYZ file:
```
47
Properties=species:S:1:pos:R:3:mulliken_charge:R:1
C 2.383 -2.607 -1.879 -0.686
O 1.641 -2.295 -0.680 -0.546
C 1.636 -2.201 -3.115 -0.602
C 1.295 -0.758 -3.560 -0.647
C 0.605 0.147 -2.616 0.812
C -0.375 1.030 -2.849 -1.211
C 1.281 1.197 -0.601 -0.395
N 1.098 0.112 -1.245 0.217
H 3.294 -1.976 -1.724 0.262
H 2.699 -3.675 -1.888 0.401
H -1.078 -2.463 1.170 0.276
H 2.132 -2.670 -4.007 0.383
H 0.760 -2.875 -3.213 0.329
H 2.070 -0.171 -4.116 0.336
H 0.736 -0.988 -4.478 0.358
H -0.876 1.640 -2.128 0.212
H -0.862 1.156 -3.796 0.300
H 1.213 2.234 -0.892 0.382
H 1.603 1.170 0.415 0.399
H 1.080 -0.882 -0.815 0.418
H 0.322 1.853 4.524 0.271
H 1.133 2.100 3.462 0.324
O 0.397 1.484 3.627 -0.588
H 0.666 -0.718 2.235 0.197
H -0.528 -0.298 1.137 0.260
O 0.126 -0.913 1.467 -0.564
H -2.337 -4.302 -1.488 0.329
H -3.611 -3.719 -2.147 0.308
O -2.673 -3.901 -2.298 -0.633
H -2.239 0.904 -0.161 0.259
H -3.344 1.877 -0.074 0.342
O -2.924 1.292 -0.730 -0.616
H -0.830 1.637 2.036 0.307
H -0.858 3.140 2.093 0.203
O -1.384 2.375 1.778 -0.519
H -1.886 -2.213 -0.101 0.311
H 0.901 -2.964 -0.663 0.324
O -1.335 -2.878 0.326 -0.579
H 1.384 4.965 3.046 0.308
H 0.034 4.614 2.627 0.323
O 0.929 4.261 2.534 -0.605
H 3.970 0.729 3.990 0.290
H 3.231 -0.342 3.902 0.310
O 3.361 0.416 3.292 -0.582
H -5.470 1.344 2.211 0.317
H -4.782 2.505 2.874 0.312
O -4.591 1.623 2.517 -0.611
```

## Properties
Frontier orbital gap, eV: 9.457
E_tot, hartree: -1053.4251
Strongest force on any atom, eV Å⁻¹: 2.6
Charge: +1
Relative energy (zero: lowest compared OMol25 entry of this formula, charge and spin), eV: 2.523



[7]
9 unconnected molecules or ions with the total composition C6H31N2O8 at a distorted geometry. Source: the OMol25 dataset; level of theory: wB97M-V/def2-TZVPD.

XYZ file:
```
47
Properties=species:S:1:pos:R:3:mulliken_charge:R:1
C 1.469 -1.641 -0.744 -0.785
N 0.089 -1.543 -1.208 -0.111
C -0.288 -0.102 -1.241 0.015
C -1.083 0.220 -2.485 -0.988
C -0.268 0.446 -3.741 -0.433
C 1.084 0.600 -3.679 -0.778
C 1.762 -1.186 0.606 0.455
N 0.905 -1.881 1.785 -0.357
H 1.656 -2.819 -0.727 0.383
H 2.120 -1.098 -1.481 0.145
H -0.233 -2.106 -1.918 0.293
H -0.995 0.004 -0.450 0.036
H 0.564 0.526 -1.000 0.409
H -1.726 -0.733 -2.520 0.482
H -1.793 1.068 -2.373 0.341
H -0.883 0.439 -4.626 0.409
H 1.759 0.602 -4.511 0.293
H 1.716 0.640 -2.799 0.132
H 1.572 -0.099 0.717 -0.297
H 2.761 -1.382 0.967 0.391
H 0.859 -2.873 1.741 0.354
H -0.066 -1.457 1.754 0.387
H 1.377 -1.601 2.755 0.409
H 4.876 0.821 0.520 0.260
H 3.965 -0.047 1.417 0.320
O 4.006 0.607 0.735 -0.548
H -3.139 -2.421 2.236 0.341
H -3.476 -1.718 0.972 0.341
O -3.455 -2.565 1.368 -0.682
H -1.147 -3.936 0.446 0.279
H -1.909 -2.775 0.618 0.274
O -0.954 -3.102 0.933 -0.584
H 0.566 1.000 1.843 0.316
H -0.393 1.725 2.743 0.359
O -0.041 0.829 2.607 -0.660
H 1.467 2.563 0.392 0.357
H 2.888 2.204 1.001 0.289
O 1.941 1.923 1.102 -0.778
H -0.082 3.204 0.647 0.422
H 0.477 4.621 0.184 0.316
O 0.457 3.675 -0.105 -0.677
H -3.105 0.176 -1.091 0.313
H -4.360 0.315 0.037 0.304
O -3.337 0.351 -0.120 -0.675
H -2.125 2.088 0.821 0.234
H -2.332 2.840 2.038 0.330
O -1.600 2.553 1.395 -0.637
```

## Properties
Frontier orbital gap, eV: 8.935
E_tot, hartree: -958.2751
Strongest force on any atom, eV Å⁻¹: 5.2
Charge: +1
Relative energy (zero: lowest compared OMol25 entry of this formula, charge and spin), eV: 6.251



[8]
10 unconnected molecules or ions with the total composition C6H32N2O9 at a distorted geometry. Source: the OMol25 dataset; level of theory: wB97M-V/def2-TZVPD.

XYZ file:
```
49
Properties=species:S:1:pos:R:3:mulliken_charge:R:1
N -0.974 1.085 -0.557 -0.232
C -0.795 -0.293 -0.126 0.909
C -2.125 -0.686 0.624 -0.898
C -2.071 -0.188 2.049 -0.255
C -2.630 -0.941 2.982 -1.093
C -0.720 -1.233 -1.308 -1.075
N 0.380 -0.957 -2.361 -0.145
C 0.176 -1.987 -3.393 -0.894
H -0.244 1.387 -1.189 0.061
H -1.872 1.237 -1.028 0.400
H 0.162 -0.181 0.458 -0.421
H -2.175 -1.815 0.562 0.400
H -2.924 -0.291 0.019 0.481
H -1.621 0.793 2.419 0.597
H -2.772 -0.650 4.028 0.290
H -2.938 -1.978 2.900 0.271
H -0.663 -2.290 -0.900 0.292
H -1.725 -1.252 -1.771 0.368
H 1.188 -1.084 -1.785 0.292
H -0.438 -1.419 -4.094 0.300
H -0.198 -2.937 -3.026 0.318
H 1.113 -2.390 -3.868 0.313
H 2.190 2.048 -2.439 0.285
H 2.855 2.696 -1.216 0.294
O 2.047 2.665 -1.724 -0.624
H 0.042 -4.871 0.729 0.289
H 1.317 -3.890 0.885 0.328
O 0.931 -4.653 0.459 -0.642
H 2.143 2.282 1.150 0.330
H 3.118 1.169 1.573 0.290
O 2.183 1.300 1.411 -0.599
H 0.715 3.552 1.324 0.326
H 1.101 3.660 -0.142 0.364
O 1.493 3.730 0.738 -0.744
H 1.007 0.758 2.448 0.402
H -0.149 0.241 3.440 0.347
O 0.778 0.195 3.221 -0.771
H -0.616 1.606 -4.160 0.300
H -1.849 1.461 -3.281 0.319
O -1.567 1.714 -4.165 -0.649
H 2.375 -0.058 -0.796 0.205
H 2.595 -0.840 0.503 0.326
O 2.825 -0.823 -0.434 -0.657
H -1.938 2.953 0.379 0.250
H -2.272 3.578 1.622 0.307
O -2.759 3.208 0.867 -0.622
H 1.099 -1.469 2.473 0.323
H 2.517 -2.071 2.509 0.310
O 1.687 -2.071 1.994 -0.566
```

## Properties
Frontier orbital gap, eV: 9.296
E_tot, hartree: -1034.3986
Strongest force on any atom, eV Å⁻¹: 3.3
SMILES: C=CC[C@H](N)CNC.O.O.O.O.O.O.O.O.O
Relative energy (zero: lowest compared OMol25 entry of this formula, charge and spin), eV: 2.652